Molecular formula: C2H3N3S2
Method: DFT, ωB97M-V/def2-TZVPD

```
! RIJCOSX wB97M-V def2-TZVPD def2/J DEFGRID3
* xyz 0 1
C 1.617 -0.815 -0.128
C -0.466 -0.513 -0.063
H 2.674 -0.418 0.178
S -2.098 0.095 0.067
H -1.913 1.387 -0.506
N -0.229 -1.773 -0.023
N 0.680 0.166 -0.130
N 1.181 -1.993 0.123
S 0.812 1.791 -0.045
H 1.497 2.023 1.341
*
```

## Properties
Kohn-Sham gap ... 9.245 eV
Energy relative to the best compared isomer or geometry (same formula, charge and spin) ... 45.1 kcal per mole
HOMO energy ... -9.428 eV
Energy ... -1038.56578 hartree

Atomic partial charges in e from the Löwdin method, atoms 1 to 8: number 1, C, carries -0.278; number 2, C, carries -0.872; number 3, H, carries 0.151; number 4, S, carries 0.789; number 5, H, carries -0.107; number 6, N, carries 0.012; number 7, N, carries -0.550; number 8, N, carries 0.072

=====

Molecular formula: C2H3N3S2
Method: DFT, ωB97M-V/def2-TZVPD

```
! RIJCOSX wB97M-V def2-TZVPD def2/J DEFGRID3
* xyz 0 1
H -0.965 -2.449 1.212
N 0.024 2.063 -0.105
H -2.169 1.151 -0.343
C -0.991 1.102 -0.076
N -0.613 -0.069 -0.088
S 1.842 -1.338 -0.131
C 0.758 -0.038 0.123
H 2.779 -0.406 -0.545
S -1.799 -1.262 -0.126
N 1.133 1.244 0.080
*
```

## Properties
Kohn-Sham gap ... 6.803 eV
Energy relative to the best compared isomer or geometry (same formula, charge and spin) ... 101.8 kcal per mole
HOMO energy ... -8.785 eV
Energy ... -1038.47534 hartree

Atomic partial charges in e from the Löwdin method, atoms 1 to 8: number 1, H, carries 0.133; number 2, N, carries 0.039; number 3, H, carries 0.143; number 4, C, carries -0.347; number 5, N, carries -0.567; number 6, S, carries 0.763; number 7, C, carries -0.812; number 8, H, carries -0.074